No. 1
# C4H19INO5

A cluster of 6 separate species, C4H19INO5 in total in a non-equilibrium geometry (ωB97M-V/def2-TZVPD, the Open Molecules 2025 dataset).

The LUMO energy comes out at 3.0 eV. The energy above the lowest of the compared OMol25 structures with the same formula, charge and spin is 21.9 kJ/mol. The total energy comes out at -24287.7032 eV. The value obtained for the max |F| is 1.182 eV/Å. The HOMO-LUMO gap is 8.07 eV. As for the HOMO energy: -5.1 eV. As for the charge: -1.

Last column: Mulliken charge in e.
CARTESIAN COORDINATES (ANGSTROEM)
1 I 7.20557 -6.41512 -13.00534  -0.5364
2 C 7.87561 -1.98495 -14.07452  -1.4387
3 C 8.46859 -2.72795 -15.26175  0.3447
4 C 9.78833 -3.39236 -14.90914  -0.4799
5 O 10.34646 -3.93070 -16.11466  -0.3160
6 C 11.28910 -4.92547 -15.87799  -0.6797
7 N 7.50151 -3.70836 -15.76468  -0.6259
8 H 6.86675 -1.71023 -14.38705  0.3846
9 H 8.45052 -1.08402 -13.84929  0.3989
10 H 7.82821 -2.58305 -13.16397  0.2933
11 H 8.69042 -2.01509 -16.06529  0.2831
12 H 9.64938 -4.17725 -14.15622  0.2535
13 H 10.55007 -2.69550 -14.51774  0.3452
14 H 12.11012 -4.53716 -15.25184  0.2849
15 H 11.76294 -5.21065 -16.82019  0.2512
16 H 10.92184 -5.84591 -15.41323  0.2707
17 H 7.95005 -4.25008 -16.49514  0.3043
18 H 7.31043 -4.32677 -14.97339  0.1163
19 O 9.19320 -5.21904 -10.35158  -0.6533
20 H 8.54838 -5.44877 -11.06091  0.2112
21 H 10.00496 -5.65264 -10.62983  0.3095
22 O 9.43329 -8.77693 -14.81416  -0.6225
23 H 8.88666 -8.40625 -14.09547  0.2393
24 H 10.03346 -9.38832 -14.37432  0.2846
25 O 4.57519 -5.95014 -15.59643  -0.6191
26 H 4.88874 -5.91387 -16.50547  0.2935
27 H 5.34730 -6.25391 -15.08511  0.2247
28 O 6.04701 -9.96129 -12.78209  -0.6516
29 H 6.83629 -10.49522 -12.91412  0.2897
30 H 6.37749 -9.04272 -12.76272  0.2401

No. 2
# C4H2

A structure of composition C4H2 in a non-equilibrium geometry (ωB97M-V/def2-TZVPD, the Open Molecules 2025 dataset).

The LUMO energy (spin up / spin down) comes out at -1.9 / -1.2 eV. The energy above the lowest of the compared OMol25 structures with the same formula, charge and spin is 845.8 kJ/mol. The total energy comes out at -4167.6664 eV. The value obtained for the max |F| is 8.514 eV/Å. The HOMO-LUMO gap (spin up / spin down) is 8.23 / 9.28 eV. As for the HOMO energy (spin up / spin down): -10.1 / -10.4 eV.

Last column: Mulliken charge in e.
CARTESIAN COORDINATES (ANGSTROEM)
1 C 4.45461 1.30114 -1.47378  0.4814
2 C 1.18651 0.38009 -0.31838  0.0146
3 C 3.36038 1.06326 -1.19042  -0.5997
4 C 0.02671 0.18961 0.12232  -0.4726
5 H -1.00983 0.22134 0.43857  0.3261
6 H 0.64395 -0.80619 0.15111  0.2502

No. 3
# C4H2

The molecule C4H2 (ωB97M-V/def2-TZVPD, the Open Molecules 2025 dataset).

The LUMO energy comes out at -1.5 eV. The energy above the lowest of the compared OMol25 structures with the same formula, charge and spin is 195.3 kJ/mol. The total energy comes out at -4174.4085 eV. The value obtained for the max |F| is 0.635 eV/Å. The HOMO-LUMO gap is 8.18 eV. As for the HOMO energy: -9.7 eV.

Last column: Mulliken charge in e.
CARTESIAN COORDINATES (ANGSTROEM)
1 C 0.34960 0.27098 0.04272  0.6226
2 C -0.68626 0.30523 -0.73765  -0.7662
3 C 1.33433 -0.03706 0.82427  0.2910
4 C 2.20381 -0.58791 1.58714  -0.6753
5 H -1.24352 1.13825 -1.15317  0.2973
6 H -0.97796 -0.72827 -0.90774  0.2306

No. 4
# C4H2

The molecule C4H2 in a non-equilibrium geometry (ωB97M-V/def2-TZVPD, the Open Molecules 2025 dataset).

The LUMO energy comes out at -0.6 eV. The energy above the lowest of the compared OMol25 structures with the same formula, charge and spin is 403.3 kJ/mol. The total energy comes out at -4172.2531 eV. The value obtained for the max |F| is 1.943 eV/Å. The HOMO-LUMO gap is 8.92 eV. As for the HOMO energy: -9.5 eV.

Last column: Mulliken charge in e.
CARTESIAN COORDINATES (ANGSTROEM)
1 C 0.13324 -0.16583 -0.16097  0.7074
2 C 1.17516 0.05099 0.49741  -0.2657
3 C -1.04224 -0.31651 -0.78557  -0.4240
4 C -2.21469 -0.36517 -1.24051  -0.6862
5 H 2.11559 0.14116 1.02399  0.3819
6 H -0.16704 0.65535 0.66564  0.2866

No. 5
# C4H20BClCuN8O4

A structure of composition C4H20BClCuN8O4 in a non-equilibrium geometry (ωB97M-V/def2-TZVPD, the Open Molecules 2025 dataset).

The LUMO energy (spin up / spin down) comes out at -4.0 / -5.9 eV. The spin multiplicity is 2. The energy above the lowest of the compared OMol25 structures with the same formula, charge and spin is 1076.1 kJ/mol. The total energy comes out at -82413.5609 eV. The value obtained for the max |F| is 8.709 eV/Å. The HOMO-LUMO gap (spin up / spin down) is 5.75 / 3.12 eV. As for the HOMO energy (spin up / spin down): -9.8 / -9.0 eV.

Last column: Mulliken charge in e.
CARTESIAN COORDINATES (ANGSTROEM)
1 Cu 1.04533 -4.41118 -1.86465  0.7353
2 B 2.01661 -4.85979 1.43588  -0.0198
3 H 1.15608 -4.21894 1.32167  -0.1258
4 H 2.00632 -5.12911 2.48068  -0.0360
5 H 1.99851 -5.81809 0.94032  -0.1383
6 H 2.83298 -4.26246 1.06039  -0.1073
7 Cl 0.34987 -0.49718 -1.68978  -0.3070
8 C -4.87586 0.13510 1.98139  0.5684
9 O -5.95228 0.06611 2.50776  -0.6239
10 N -3.87701 -0.80761 2.22558  -0.3981
11 N -4.52988 1.05192 1.19557  -0.3694
12 H -3.02467 -0.71051 1.69247  0.1628
13 H -4.12635 -1.61092 2.78471  0.2113
14 H -3.53166 1.17878 1.28250  0.1843
15 H -5.09406 1.88483 1.10580  0.2643
16 C 5.42853 3.14231 -0.90211  0.6341
17 O 6.32393 3.78272 -1.36405  -0.6377
18 N 4.44499 3.55756 -0.17789  -0.3357
19 N 5.40318 1.88125 -1.01305  -0.3641
20 H 3.74440 2.87320 0.06896  0.1490
21 H 4.46523 4.41937 0.34839  0.2197
22 H 4.55339 1.35106 -0.88326  0.1268
23 H 6.08445 1.29054 -1.46807  0.2072
24 C -3.54938 -0.10666 -5.74487  0.5928
25 O -4.35470 -0.62215 -6.49449  -0.6788
26 N -3.85135 0.12943 -4.53898  -0.3231
27 N -2.32521 0.13858 -6.06132  -0.3195
28 H -2.99910 0.45255 -4.10383  0.1478
29 H -4.84834 0.20844 -4.39802  0.2437
30 H -1.82649 0.33043 -5.20424  0.1109
31 H -1.87508 -0.09508 -6.93476  0.2256
32 C 1.14395 0.90832 4.17587  0.6960
33 O 1.06879 1.54683 5.24479  -0.7103
34 N 0.62961 1.45777 3.15196  -0.3891
35 N 1.65102 -0.30037 4.03557  -0.3527
36 H 0.51213 0.98894 2.26511  0.1866
37 H 0.18820 2.25954 3.57908  0.2369
38 H 2.02126 -0.82160 4.81746  0.1968
39 H 1.57284 -0.76378 3.14157  0.1362

No. 6
# C4H20BF4N3O2S

A cluster of 5 separate species, C4H20BF4N3O2S in total in a non-equilibrium geometry (ωB97M-V/def2-TZVPD, the Open Molecules 2025 dataset).

The LUMO energy comes out at -6.5 eV. The energy above the lowest of the compared OMol25 structures with the same formula, charge and spin is 0.0 kJ/mol. The total energy comes out at -35411.1837 eV. The value obtained for the max |F| is 2.159 eV/Å. The HOMO-LUMO gap is 8.82 eV. As for the HOMO energy: -15.3 eV. As for the charge: +2.

Last column: Mulliken charge in e.
CARTESIAN COORDINATES (ANGSTROEM)
1 N 1.06677 -3.73082 2.45785  -0.3905
2 H 1.68986 -4.48576 2.16591  0.3953
3 H 0.06069 -3.88752 2.46092  0.3856
4 H 1.35467 -2.88952 1.89036  0.2421
5 H 1.31000 -3.46493 3.41946  0.4202
6 N 2.04708 0.92306 -2.58528  -0.3244
7 H 2.35806 1.86360 -2.83770  0.4010
8 H 1.75651 0.99024 -1.60231  0.2031
9 H 2.83337 0.27691 -2.68686  0.3639
10 H 1.22965 0.62034 -3.13091  0.3795
11 N 2.06864 1.26176 3.15897  -0.4590
12 H 1.61087 2.17356 3.21958  0.3830
13 H 2.55177 1.01662 4.02698  0.3804
14 H 2.77086 1.26878 2.40658  0.3593
15 H 1.40224 0.52891 2.91191  0.3088
16 B 2.23583 -0.97998 0.29608  0.5982
17 F 1.60424 -2.25532 0.31920  -0.4387
18 F 2.89765 -0.71288 1.55432  -0.4548
19 F 3.17609 -0.96022 -0.69982  -0.3303
20 F 1.26890 0.03274 0.13647  -0.3914
21 C -2.13789 0.41578 0.04064  -0.3403
22 C -3.35872 1.29720 -0.30140  -0.7569
23 C -2.98841 2.00608 -1.60230  -0.6495
24 S -1.99578 0.79650 -2.50607  1.1007
25 O -0.66057 1.35066 -2.65189  -0.6887
26 O -2.66925 0.29939 -3.66202  -0.6510
27 C -1.98870 -0.45247 -1.19390  -0.7479
28 H -2.23504 -0.10743 0.99378  0.3941
29 H -1.26823 1.07191 0.17472  0.1388
30 H -3.59359 1.97628 0.51961  0.3576
31 H -4.22723 0.63835 -0.36966  0.3509
32 H -2.30022 2.82597 -1.40158  0.3413
33 H -3.85294 2.35518 -2.15666  0.4108
34 H -1.10791 -1.06784 -1.35480  0.3541
35 H -2.90926 -0.99515 -1.41019  0.3549